C40H80O30 | wB97M-V/def2-TZVPD

XYZ file:
```
150
Properties=species:S:1:pos:R:3:forces:R:3
C 1.6465 -6.7423 1.2150 0.15 0.65 -0.19
C 2.7903 -6.3807 2.2037 -0.32 -1.91 -1.81
O 2.1623 -6.0143 3.3993 0.54 0.71 2.20
C 2.9735 -5.4947 4.3698 -0.21 0.85 -0.33
O 4.1483 -5.2371 4.2926 -0.34 -0.70 -0.65
O 2.2347 -5.1426 5.4362 -0.46 -0.42 -0.47
C 2.8164 -4.1266 6.2329 0.88 0.77 0.80
H 1.9209 -7.2443 0.2872 0.91 0.45 -0.09
H 1.1753 -5.7939 0.9567 -0.45 -0.22 -0.13
H 0.9072 -7.4707 1.5481 0.00 0.39 0.94
H 3.4580 -5.6082 1.8223 -0.22 0.13 0.05
H 3.3757 -7.2929 2.3192 0.31 0.09 0.45
H 3.4419 -4.4636 7.0595 -0.13 -0.80 -0.04
H 2.0417 -3.5226 6.7053 -0.24 -0.14 -0.48
H 3.5198 -3.5210 5.6614 -0.43 0.16 -0.26
C -2.5349 0.7939 -2.7380 0.23 0.57 1.57
C -1.2706 0.1417 -3.1237 1.01 0.05 -1.89
O -0.5577 -0.3886 -1.9982 -1.04 -0.07 0.56
C 0.7464 -0.2110 -1.8057 1.76 -0.20 -2.27
O 1.5590 0.0890 -2.7329 -2.36 -0.78 4.08
O 0.9375 -0.5539 -0.4872 1.53 0.37 -0.87
C 2.3619 -0.5321 0.0033 -1.23 0.94 -1.88
H -3.0628 1.3346 -3.5236 0.28 -0.35 -0.24
H -2.0781 1.5346 -2.0816 -1.34 0.38 0.85
H -3.1761 0.0465 -2.2707 -0.23 0.51 0.35
H -0.6379 0.9297 -3.5321 0.21 -0.50 -0.65
H -1.5737 -0.6236 -3.8382 1.14 -0.44 -0.10
H 2.7094 0.4461 -0.3292 0.39 -0.02 0.40
H 2.9241 -1.2681 -0.5714 -0.05 -0.21 0.47
H 2.3839 -0.6241 1.0892 -0.31 -0.24 -0.36
C 6.5763 -5.1529 -3.7492 0.26 0.16 2.23
C 7.8771 -5.5925 -3.0589 1.44 -0.94 -0.54
O 8.4325 -4.7622 -1.9784 -1.47 -0.25 -1.73
C 8.7853 -5.3261 -0.8444 -0.93 -2.47 1.45
O 8.5384 -6.4621 -0.4404 0.30 1.70 -0.85
O 9.4417 -4.4058 -0.1945 1.48 1.68 0.91
C 9.5551 -4.2971 1.2328 -0.77 -1.29 0.31
H 6.3893 -5.7584 -4.6361 0.27 0.48 -0.15
H 6.5050 -4.0674 -3.8182 0.23 -0.09 -0.81
H 5.7845 -5.3929 -3.0397 -0.28 -0.14 -0.05
H 8.7324 -5.6617 -3.7310 -0.18 0.50 -0.54
H 7.8156 -6.6392 -2.7608 -0.41 0.18 0.69
H 8.5785 -3.9820 1.6005 0.23 0.60 0.10
H 10.3940 -3.6627 1.5189 -0.37 0.28 -0.54
H 9.7110 -5.2448 1.7482 0.18 -0.37 -0.49
C -12.0453 2.2565 -4.4386 0.03 0.99 0.76
C -13.2964 3.1216 -4.2245 -1.27 -1.63 -2.01
O -13.1622 4.1127 -3.2625 0.91 1.13 1.41
C -14.2173 4.7445 -2.7523 -3.13 -0.21 -1.26
O -15.3909 4.3939 -2.8234 1.52 -0.60 0.06
O -13.9125 5.9344 -2.2830 0.56 1.11 0.92
C -14.9613 6.6357 -1.5227 0.72 -0.60 0.58
H -11.1707 2.8865 -4.6008 -0.06 0.15 -0.36
H -12.1876 1.6027 -5.2990 -0.05 0.01 0.16
H -11.7670 1.6925 -3.5483 -0.39 -0.28 -0.02
H -14.1944 2.5110 -4.1301 0.09 -0.39 1.25
H -13.6323 3.5498 -5.1689 0.76 0.78 -0.35
H -15.8781 6.8664 -2.0653 0.39 -0.23 -0.34
H -14.4981 7.5305 -1.1070 0.15 0.03 -0.57
H -15.1975 6.0376 -0.6425 -0.23 -0.25 -0.22
C -0.0545 4.4936 3.1032 -0.20 -0.86 1.68
C -0.1634 3.2594 3.9819 1.07 -0.28 1.13
O -0.2657 3.5810 5.4030 -1.34 0.97 0.90
C 0.6868 3.5495 6.3284 2.79 -1.56 -1.91
O 1.8625 3.1786 6.0795 -3.17 1.32 1.13
O 0.1718 3.9070 7.5287 1.19 -0.52 -1.09
C 1.1680 4.1446 8.5228 0.72 0.69 1.27
H 0.8117 5.0039 3.5243 0.06 0.42 -0.71
H -0.9644 5.0665 3.2822 0.14 0.28 -0.60
H 0.0769 4.0879 2.1001 -0.01 0.66 -0.14
H 0.7704 2.6999 3.9263 -0.30 -0.52 -0.43
H -1.0796 2.6991 3.7951 0.35 -0.24 -0.08
H 0.8580 3.7458 9.4887 -0.54 0.08 -0.22
H 1.3263 5.2192 8.6138 -0.38 0.12 0.06
H 2.1834 3.7663 8.4045 -0.38 -0.56 -0.99
C 15.8052 -0.2062 8.1332 -0.16 0.19 -0.66
C 14.8808 0.9327 7.6904 -0.09 -1.59 0.58
O 13.5416 0.3979 7.7664 0.13 -1.63 -0.31
C 12.4949 1.1491 7.9862 0.56 2.52 0.02
O 12.5646 2.3385 8.2564 -0.53 -0.96 0.01
O 11.3905 0.4471 7.7854 0.89 -0.94 0.72
C 10.1511 1.0648 7.9883 -1.13 0.53 -1.66
H 15.5656 -0.4796 9.1608 0.52 -0.15 -0.08
H 16.8379 0.0696 7.9198 0.16 0.45 0.83
H 15.7413 -1.0576 7.4557 -0.73 -0.23 0.20
H 15.0922 1.0418 6.6266 -0.12 1.20 0.18
H 14.9282 1.7415 8.4196 0.26 0.50 -0.84
H 9.5437 0.5651 7.2337 -0.41 -0.04 0.27
H 10.2012 2.0985 7.6461 0.01 0.15 0.54
H 9.6658 0.9516 8.9577 0.64 -0.03 0.19
C -4.2338 9.8092 -0.7310 -0.29 1.27 0.10
C -5.3485 8.9009 -1.1926 1.55 -1.25 0.56
O -6.6102 9.1575 -0.5971 -0.68 0.41 0.22
C -6.8268 8.8798 0.6843 0.03 -1.42 2.24
O -6.0413 8.3833 1.5161 -1.98 1.63 -2.47
O -8.1675 9.1580 0.9354 1.36 -0.13 -0.24
C -8.5668 9.1172 2.3180 0.70 0.06 0.36
H -3.6942 9.4702 0.1533 -0.14 -0.18 -0.16
H -4.6948 10.7639 -0.4778 0.11 0.24 0.10
H -3.5421 10.0411 -1.5409 0.10 -0.27 0.03
H -5.0116 7.9079 -0.8950 -0.43 -0.38 -0.24
H -5.4413 8.9214 -2.2785 -0.56 0.17 0.24
H -8.4890 8.1142 2.7376 0.17 0.00 -0.15
H -9.5901 9.4623 2.4658 0.04 0.00 -0.76
H -7.9204 9.7980 2.8719 0.04 -0.16 0.17
C -4.4379 -4.1371 2.9002 -1.25 1.13 -1.03
C -4.3027 -3.6304 1.4005 1.45 -0.14 1.48
O -5.4986 -3.8152 0.6127 0.03 -0.90 -1.03
C -5.4613 -4.7296 -0.4625 -1.78 3.66 1.78
O -4.5740 -5.4411 -0.6508 2.89 -2.91 -0.88
O -6.5383 -4.5496 -1.2345 -0.07 0.95 0.39
C -6.7001 -5.3710 -2.3731 -0.97 -1.26 -0.63
H -3.5794 -4.0807 3.5694 0.63 -0.39 -0.83
H -4.9059 -5.1214 2.8883 0.24 -0.03 0.18
H -5.0932 -3.4445 3.4284 -0.60 -0.14 -0.15
H -3.3494 -4.0130 1.0357 -0.61 -1.11 -0.85
H -3.9994 -2.5844 1.3545 -0.97 0.43 0.28
H -6.0548 -5.2764 -3.2464 0.99 0.37 0.71
H -7.6622 -5.1647 -2.8422 -0.28 0.39 0.67
H -6.7548 -6.4130 -2.0576 0.32 -0.05 -0.10
C -9.2769 -7.8514 -11.9482 1.06 -0.46 0.95
C -8.0070 -7.3415 -11.1127 -1.12 0.29 -1.91
O -8.3523 -6.0982 -10.4987 -0.37 1.62 0.42
C -7.8225 -4.9034 -10.8876 3.92 -1.28 -1.40
O -6.8614 -4.7945 -11.7016 -3.57 -0.03 2.48
O -8.3280 -3.9455 -10.1018 -0.35 -0.13 -0.52
C -7.5700 -2.7688 -9.8693 1.31 1.16 0.65
H -9.3631 -7.4116 -12.9418 0.29 0.08 0.14
H -10.2454 -7.7511 -11.4581 0.25 0.65 0.44
H -9.2274 -8.9369 -12.0330 0.43 -0.09 -0.39
H -7.1541 -7.1521 -11.7644 -0.14 -0.10 -0.25
H -7.6444 -8.0414 -10.3599 -0.56 0.15 0.25
H -8.0605 -1.7982 -9.9442 -1.05 -0.52 -0.74
H -6.6572 -2.6565 -10.4543 -0.19 -0.63 -0.27
H -7.2718 -2.7223 -8.8219 0.08 -0.70 0.16
C 8.9983 1.6277 -2.9035 0.09 0.06 0.50
C 9.2257 1.4341 -1.4071 -0.95 -1.64 0.77
O 9.4874 2.6262 -0.7013 1.18 1.84 0.69
C 9.2227 2.8028 0.6275 -2.76 -2.65 -0.39
O 8.7598 1.8829 1.3427 1.81 3.19 -1.43
O 9.2911 4.1279 0.8465 1.10 0.12 -0.22
C 8.7004 4.6725 2.0241 -1.35 -1.66 1.12
H 9.9093 1.7452 -3.4904 0.06 0.55 0.25
H 8.2886 2.4453 -3.0293 0.18 0.04 -0.36
H 8.5674 0.7168 -3.3190 -0.28 -0.06 0.28
H 9.9556 0.6491 -1.2095 0.53 0.31 0.01
H 8.3348 1.0315 -0.9252 -0.36 -0.15 -0.31
H 8.5490 5.7468 2.1291 0.68 0.04 -1.24
H 9.1904 4.3512 2.9432 0.28 -0.20 -0.19
H 7.7104 4.2166 2.0203 -0.23 0.19 0.52
```
Positions in Å, forces in eV/Å.

As for the lowest unoccupied orbital energy: 0.174 eV. Its multiplicity is 1. Its energy above the lowest of the compared OMol25 structures with the same formula, charge and spin is 753.4 kJ/mol. The SMILES is CCOC(=O)OC.CCOC(=O)OC.CCOC(=O)OC.CCOC(=O)OC.CCOC(=O)OC.CCOC(=O)OC.CCOC(=O)OC.CCOC(=O)OC.CCOC(=O)OC.CCOC(=O)OC. The calculation puts the total energy at -104196.7328 eV. The HOMO-LUMO gap is 10.64 eV. The charge is 0.

Results of the Löwdin charge analysis, in e, for atoms 1 through 99: -0.0598, -0.2305, 0.0271, -0.5517, 0.1239, 0.0070, -0.0610, 0.0707, 0.0714, 0.0748, 0.1249, 0.1228, 0.0925, 0.0948, 0.0931, -0.0779, -0.2467, 0.0226, -0.5159, 0.0613, -0.0365, 0.0126, 0.0885, 0.0863, 0.0860, 0.1248, 0.1271, 0.0853, 0.0914, 0.0908, -0.0555, -0.1851, 0.0447, -0.6260, 0.0965, 0.0009, -0.0173, 0.0816, 0.0761, 0.0705, 0.1173, 0.1139, 0.0987, 0.0951, 0.0886, -0.0545, -0.2516, 0.0539, -0.5934, 0.0967, 0.0086, -0.0084, 0.0728, 0.0785, 0.0741, 0.1201, 0.1245, 0.0952, 0.0898, 0.0937, -0.0553, -0.1927, 0.0092, -0.5347, 0.0570, 0.0129, -0.0606, 0.0835, 0.0818, 0.0838, 0.1155, 0.1248, 0.0921, 0.0933, 0.0894, -0.0725, -0.1752, 0.0245, -0.6109, 0.0981, 0.0112, -0.0544, 0.0823, 0.0760, 0.0749, 0.1294, 0.1263, 0.0955, 0.0955, 0.0993, -0.0720, -0.2196, 0.0356, -0.5104, 0.0886, -0.0296, -0.0526, 0.0787, 0.0831